1.
Entry from the OMol25 dataset: a structure of composition C4H10N3 (the ωB97M-V functional and the def2-TZVPD basis).

The geometry in ORCA input format:
```
! wB97M-V def2-TZVPD RIJCOSX def2/J DEFGRID3
* xyz 1 1
N 1.339 1.175 -0.231
N -0.431 -1.507 0.320
N 2.115 -1.043 0.072
C -0.923 0.248 -0.076
C -2.439 0.423 -0.159
C -0.028 1.186 -0.267
C 2.300 0.228 -0.069
H -2.873 1.016 -0.958
H 0.640 -1.613 0.147
H 3.257 0.727 -0.247
H 2.940 -1.548 -0.048
H -2.882 -0.562 -0.216
H -0.517 2.233 -0.144
H -1.012 -2.205 -0.114
H 1.823 2.109 -0.245
H -0.580 -1.546 1.361
H -2.728 0.677 0.874
*
```

Summary:
Kohn-Sham gap, eV: 9.89
E_tot, Ha: -322.367909
LUMO, eV: -3.4
Energy above the lowest of the compared OMol25 structures with the same formula, charge and spin, eV: 2.522
HOMO, eV: -13.281

2.
Entry from the OMol25 dataset: an isolated molecule of C6H9N (the ωB97M-V functional and the def2-TZVPD basis).

The geometry in ORCA input format:
```
! wB97M-V def2-TZVPD RIJCOSX def2/J DEFGRID3
* xyz 0 1
N -0.921 -0.543 1.623
C -0.328 0.068 0.722
C 0.349 0.067 -0.714
C 0.738 -0.670 -1.919
C -1.225 -1.952 1.486
C 0.283 1.160 0.062
C 0.578 2.598 0.218
H -0.014 3.001 1.039
H 1.346 -0.070 -2.598
H 1.294 -1.564 -1.626
H -0.323 -2.559 1.602
H -1.919 -2.215 2.283
H -1.677 -2.193 0.519
H -0.159 -1.008 -2.444
H 1.634 2.745 0.447
H 0.343 3.135 -0.700
*
```

Summary:
Kohn-Sham gap, eV: 8.94
E_tot, Ha: -288.666947
Structure (SMILES): CN=c1c(C)c1C
LUMO, eV: 0.8
Energy above the lowest of the compared OMol25 structures with the same formula, charge and spin, eV: 3.132
HOMO, eV: -8.100

3.
Entry from the OMol25 dataset: a cluster of 2 separate species, C5H5ClO in total (the ωB97M-V functional and the def2-TZVPD basis).

The geometry in ORCA input format:
```
! wB97M-V def2-TZVPD RIJCOSX def2/J DEFGRID3
* xyz 0 1
Cl -2.199 1.446 -0.287
O -1.781 -2.182 -0.236
C -1.704 -1.104 0.191
C 1.103 0.064 -1.205
C 1.142 0.266 0.228
C 1.366 0.429 1.394
C -1.550 0.103 0.632
H 1.663 -0.835 -1.465
H 1.557 0.918 -1.705
H -1.130 0.348 1.584
H 1.453 0.596 2.428
H 0.080 -0.047 -1.558
*
```

Summary:
Kohn-Sham gap, eV: 9.00
E_tot, Ha: -728.827054
Structure (SMILES): O=C=CCl.C#CC
LUMO, eV: 0.1
Energy above the lowest of the compared OMol25 structures with the same formula, charge and spin, eV: 2.619
HOMO, eV: -8.868

4.
Entry from the OMol25 dataset: a structure of composition C83H182N9O6 (the ωB97M-V functional and the def2-TZVPD basis).

The geometry in ORCA input format:
```
! wB97M-V def2-TZVPD RIJCOSX def2/J DEFGRID3
* xyz 7 1
O 16.661 -10.694 14.368
O 25.193 -20.021 9.314
O 15.631 -8.773 14.888
O 24.488 -18.009 9.703
O 16.612 -8.919 13.120
O 23.043 -19.566 9.136
N 23.401 -5.129 16.052
N 24.371 -26.269 11.442
N 32.008 -14.519 16.006
N 18.784 -17.356 13.645
N 11.906 -12.075 21.661
N 13.871 -25.909 17.591
N 21.052 -20.825 2.673
N 23.586 -19.846 24.030
N 22.166 -11.915 6.011
C 23.179 -22.680 22.920
C 21.828 -13.486 6.311
C 34.509 -14.206 17.542
C 20.963 -11.043 8.112
C 22.319 -10.625 8.638
C 25.854 -26.668 10.980
C 33.238 -13.970 15.324
C 22.303 -11.633 4.463
C 20.191 -21.477 3.793
C 23.772 -28.808 11.200
C 21.963 -16.651 22.453
C 23.709 -27.560 12.023
C 20.130 -19.706 2.034
C 24.571 -19.203 25.088
C 25.185 -29.222 10.702
C 23.281 -7.895 16.831
C 9.839 -10.503 21.379
C 12.325 -14.021 19.422
C 31.928 -14.069 17.470
C 12.297 -13.567 21.846
C 23.534 -11.514 6.619
C 20.822 -18.824 1.003
C 24.941 -3.509 14.699
C 12.055 -12.515 19.149
C 30.166 -18.098 15.631
C 19.518 -16.661 14.865
C 24.728 -5.883 16.425
C 24.221 -19.249 9.364
C 16.385 -26.252 17.380
C 12.535 -11.583 20.336
C 22.444 -18.936 23.526
C 16.602 -26.053 18.870
C 22.972 -17.577 23.112
C 23.431 -11.531 8.160
C 17.330 -17.083 13.903
C 21.422 -21.816 1.587
C 21.013 -16.542 14.627
C 22.322 -22.164 24.024
C 11.289 -23.827 15.341
C 20.901 -11.185 6.558
C 12.506 -24.679 15.750
C 30.750 -13.784 15.290
C 22.236 -6.036 15.550
C 11.843 -14.511 20.786
C 23.069 -19.265 2.194
C 20.946 -11.849 3.739
C 22.036 -7.079 16.637
C 23.025 -4.269 17.322
C 24.830 -2.477 13.587
C 15.194 -25.343 16.960
C 24.755 -25.298 12.574
C 23.512 -25.883 10.195
C 19.157 -16.713 12.279
C 22.980 -21.035 24.871
C 19.730 -23.257 5.448
C 23.688 -24.030 14.444
C 16.355 -17.911 13.065
C 34.557 -14.441 16.046
C 16.720 -19.411 13.041
C 31.853 -16.003 15.851
C 23.624 -4.318 14.744
C 10.361 -11.965 21.698
C 25.984 -27.964 10.158
C 30.436 -16.653 16.212
C 22.311 -20.142 3.182
C 23.526 -24.489 13.043
C 22.132 -18.238 1.550
C 33.168 -14.597 18.192
C 24.546 -20.465 22.866
C 14.118 -25.835 19.095
C 12.719 -24.892 17.248
C 24.504 -7.141 17.271
C 20.782 -22.799 4.481
C 21.243 -11.594 2.206
C 16.293 -9.511 14.124
C 8.478 -10.262 22.026
C 13.590 -27.368 17.101
C 23.802 -21.571 22.110
C 15.457 -26.470 19.631
C 21.702 -15.931 15.718
C 18.211 -19.671 12.669
C 19.188 -18.867 13.548
C 12.551 -11.195 22.766
H 24.973 -2.915 12.600
H 23.368 -3.235 17.332
H 25.501 -27.749 9.205
H 23.838 -10.514 6.306
H 8.097 -9.266 21.796
H 20.014 -20.673 4.507
H 17.507 -26.589 19.155
H 20.214 -11.095 4.029
H 25.466 -5.310 16.986
H 21.933 -21.273 0.791
H 20.695 -11.999 8.562
H 11.886 -11.372 23.611
H 16.042 -19.897 12.339
H 23.667 -5.019 13.910
H 21.620 -6.724 17.580
H 25.168 -25.958 13.337
H 11.531 -23.095 14.570
H 25.026 -19.706 22.248
H 20.228 -10.294 8.404
H 21.843 -22.709 2.050
H 19.986 -24.242 5.838
H 21.898 -12.354 1.781
H 25.196 -20.051 25.366
H 24.231 -12.181 6.112
H 10.487 -24.419 14.899
H 32.990 -15.671 18.251
H 21.741 -18.861 24.355
H 22.964 -21.209 21.514
H 25.304 -20.935 23.492
H 19.964 -11.694 6.334
H 13.447 -24.221 15.445
H 20.483 -12.803 3.993
H 22.664 -27.430 12.302
H 25.714 -4.251 14.502
H 15.319 -17.854 13.398
H 21.259 -15.869 13.805
H 22.294 -20.744 25.666
H 26.564 -26.668 11.807
H 18.377 -19.523 11.602
H 29.121 -18.313 15.854
H 9.681 -10.360 20.310
H 23.585 -26.658 9.432
H 19.258 -17.278 15.725
H 16.522 -19.873 14.008
H 10.760 -14.622 20.846
H 25.116 -3.062 15.678
H 10.066 -12.364 22.668
H 18.633 -17.340 11.556
H 23.238 -23.039 14.502
H 22.402 -15.701 22.147
H 16.259 -27.237 16.930
H 24.416 -11.260 8.541
H 23.476 -19.937 1.438
H 19.007 -15.699 14.892
H 15.963 -8.278 14.135
H 24.002 -23.235 23.370
H 12.277 -25.695 15.427
H 23.597 -23.623 12.385
H 23.903 -24.978 9.731
H 25.697 -1.825 13.699
H 30.641 -14.178 14.280
H 15.625 -27.512 19.359
H 23.873 -17.715 22.515
H 17.098 -16.023 13.797
H 22.474 -14.140 5.726
H 25.184 -18.404 24.669
H 16.999 -17.146 14.939
H 7.880 -11.068 21.599
H 12.099 -14.566 18.506
H 19.237 -20.190 1.640
H 22.134 -10.737 9.707
H 21.334 -21.927 23.629
H 17.007 -25.047 18.985
H 22.912 -20.934 3.627
H 33.212 -14.329 14.295
H 15.275 -24.336 17.369
H 23.676 -8.213 15.866
H 31.711 -13.008 17.596
H 20.266 -11.707 1.737
H 21.090 -16.341 23.028
H 21.742 -22.517 4.911
H 12.206 -15.461 21.178
H 29.906 -14.114 15.896
H 13.245 -26.198 19.638
H 24.692 -24.063 14.868
H 23.880 -18.816 25.837
H 30.903 -18.812 15.998
H 13.381 -13.643 21.766
H 20.203 -16.898 12.035
H 13.682 -27.291 16.018
H 17.272 -25.906 16.850
H 22.534 -6.497 14.609
H 15.049 -25.376 15.880
H 25.675 -29.601 11.598
H 21.137 -15.032 15.968
H 30.397 -16.531 17.295
H 8.509 -10.476 23.094
H 11.990 -13.919 22.830
H 20.054 -18.124 0.676
H 22.763 -10.657 4.311
H 19.049 -19.298 14.539
H 33.121 -12.886 15.333
H 23.319 -28.535 10.246
H 22.757 -15.777 15.492
H 23.180 -8.851 17.346
H 10.012 -12.648 20.923
H 18.492 -20.707 12.857
H 21.451 -17.490 14.313
H 30.168 -18.068 14.542
H 21.350 -7.847 16.278
H 24.102 -27.724 13.026
H 21.020 -19.478 0.153
H 24.367 -6.868 18.317
H 22.523 -25.807 10.647
H 10.810 -23.319 16.178
H 30.956 -12.713 15.290
H 18.919 -15.650 12.257
H 23.076 -24.650 15.098
H 25.338 -7.841 17.221
H 21.068 -23.586 3.783
H 16.362 -17.511 12.051
H 22.647 -9.610 8.413
H 22.119 -19.572 4.091
H 10.543 -9.708 21.627
H 15.558 -26.382 20.713
H 20.493 -22.109 1.098
H 22.566 -17.841 0.632
H 25.017 -30.082 10.054
H 13.620 -11.565 20.445
H 11.159 -12.103 18.685
H 23.170 -17.133 24.088
H 18.921 -23.598 4.803
H 20.190 -18.919 13.120
H 26.186 -25.871 10.315
H 21.979 -22.932 24.718
H 33.053 -14.082 19.146
H 32.632 -16.538 16.394
H 34.734 -15.502 15.870
H 35.412 -13.941 15.591
H 13.558 -11.553 22.977
H 21.946 -4.153 17.422
H 23.304 -29.660 11.692
H 35.392 -14.717 17.925
H 21.743 -16.614 16.566
H 21.592 -17.028 21.500
H 19.332 -22.530 6.157
H 23.984 -1.806 13.741
H 21.347 -5.450 15.318
H 22.873 -12.495 4.115
H 20.816 -13.627 5.933
H 23.782 -21.600 25.348
H 12.353 -10.510 20.280
H 11.789 -25.350 17.585
H 14.137 -24.772 19.334
H 34.757 -13.165 17.748
H 21.039 -10.195 6.122
H 22.078 -19.621 22.762
H 25.379 -18.311 9.892
H 12.680 -12.306 18.280
H 22.585 -23.382 22.335
H 14.281 -28.134 17.453
H 31.035 -14.562 17.855
H 29.634 -16.068 15.763
H 12.952 -23.917 17.676
H 12.621 -27.612 17.536
H 23.181 -12.461 8.671
H 22.749 -3.674 14.659
H 23.302 -4.754 18.258
H 19.797 -19.036 2.827
H 19.225 -21.687 3.333
H 32.057 -16.347 14.838
H 24.439 -22.085 21.391
H 22.535 -24.859 12.779
H 25.410 -24.614 12.033
H 21.630 -10.585 2.063
H 26.984 -28.337 9.935
H 21.734 -13.663 7.383
H 22.012 -17.351 2.173
H 12.463 -10.137 22.517
H 25.165 -6.207 15.480
H 13.412 -13.959 19.455
H 23.947 -18.809 2.650
*
```

Summary:
Kohn-Sham gap, eV: 4.14
E_tot, Ha: -4213.089325
LUMO, eV: -9.1
HOMO, eV: -13.249

5.
Entry from the OMol25 dataset: a cluster of 5 separate species, C39H76BF5N2O14SSi in total (the ωB97M-V functional and the def2-TZVPD basis).

The geometry in ORCA input format:
```
! wB97M-V def2-TZVPD RIJCOSX def2/J DEFGRID3
* xyz 0 1
S -5.472 3.922 0.009
Si 0.928 6.184 -2.458
F 0.944 0.593 -2.277
F -0.878 -1.266 -3.635
F -5.019 -2.065 -1.611
F 3.144 1.185 1.540
F 2.099 -1.625 -2.041
O -0.975 -2.803 -0.498
O -2.123 0.774 -3.908
O 2.171 4.975 -2.747
O 6.926 -3.168 1.507
O -1.913 -5.346 -1.019
O -6.526 3.607 -1.114
O -1.101 0.620 -0.899
O -4.905 -0.073 -2.956
O 0.764 1.004 6.821
O -0.732 2.855 1.026
O -6.281 -3.341 -6.739
O -5.662 2.887 1.350
O -5.758 5.387 0.494
O 0.262 1.098 2.597
N -2.728 -0.747 -1.953
N 2.100 1.925 -0.659
C -2.097 -3.350 1.678
C -0.748 -7.382 -1.337
C 2.689 2.534 -1.922
C -4.195 -0.927 -2.167
C 7.960 -4.137 1.286
C -2.622 -1.030 0.529
C 8.768 -2.627 2.893
C -3.425 2.455 -1.509
C 3.087 3.587 0.971
C 1.438 -0.446 8.567
C -2.255 -2.597 0.194
C -2.746 -6.422 -0.565
C -0.311 6.414 -3.949
C -1.952 -0.316 -3.157
C 0.211 -0.295 6.570
C -6.925 -1.110 -6.273
C -2.218 -7.687 -1.205
C 1.666 0.909 7.933
C 1.461 0.590 -0.843
C 9.251 -3.522 1.781
C -6.129 -3.108 -5.331
C 1.879 7.898 -2.335
C -0.071 2.164 3.573
C 2.593 -1.654 0.409
C 1.019 -1.281 7.385
C -2.371 0.026 -0.683
C -3.725 3.906 -0.731
C 7.447 -2.129 2.348
C 0.012 0.377 -0.020
C 3.522 3.673 2.549
C -6.596 -2.094 -7.375
C 3.205 2.036 0.340
C -6.068 -1.609 -5.138
C 4.142 -2.091 0.801
C 1.648 3.602 -2.682
C 2.438 -0.709 -0.886
C -3.440 1.279 -0.370
C -0.758 -5.904 -1.660
C -0.003 5.989 -0.768
B -0.173 1.503 1.216
H 3.897 4.213 0.357
H 2.321 -0.829 9.085
H -3.788 -6.220 -0.831
H 4.302 -2.216 1.977
H -4.921 3.047 2.006
H 0.615 -0.387 9.290
H -4.530 0.874 -0.101
H 1.791 8.495 -3.344
H -3.091 1.811 0.641
H -3.087 -3.191 -0.372
H -0.704 5.042 -0.733
H -2.667 -6.467 0.527
H 4.324 -3.184 0.361
H -2.732 -2.765 2.471
H -6.417 -1.292 -4.152
H -0.246 -7.552 -0.377
H 4.540 3.093 2.712
H -2.105 -0.773 1.551
H -5.038 -1.257 -5.268
H 0.260 1.871 4.661
H 3.769 4.819 2.764
H 4.281 1.849 -0.145
H 0.452 -2.176 7.657
H -1.223 2.448 3.573
H -2.886 4.164 0.045
H 0.142 -5.392 -1.307
H 2.133 -1.166 1.397
H -5.230 -3.615 -4.969
H 4.965 -1.407 0.328
H -7.427 -2.236 -8.071
H 1.484 1.733 8.627
H 9.982 -4.267 2.103
H 1.905 -1.595 6.820
H -0.735 6.926 -0.682
H 0.245 -0.509 5.498
H -0.957 -3.168 1.979
H -0.145 5.529 -4.717
H 9.704 -2.916 0.987
H -1.416 6.402 -3.496
H 0.069 -0.647 0.529
H 1.446 8.477 -1.402
H -0.241 -7.982 -2.098
H -3.694 4.768 -1.557
H -2.321 -4.503 1.627
H 6.726 -1.901 3.139
H 8.599 -3.220 3.799
H 7.704 -5.035 1.860
H -7.000 -3.538 -4.826
H 1.355 3.138 -3.718
H 1.995 -2.675 0.259
H -5.715 -1.776 -7.942
H 2.686 0.998 7.544
H 2.689 3.368 3.313
H 3.641 3.227 -1.703
H -2.661 -7.815 -2.200
H 9.460 -1.817 3.138
H -6.723 -0.073 -6.554
H -0.051 3.495 0.665
H -3.795 -1.016 0.755
H -4.262 2.372 -2.326
H -1.158 -3.299 -1.371
H -7.984 -1.193 -6.002
H 3.527 -0.302 -1.161
H 7.999 -4.400 0.226
H -0.837 -0.279 6.890
H -0.858 -5.733 -2.737
H 0.663 3.575 -2.018
H -2.355 2.617 -2.012
H 7.583 -1.235 1.731
H 0.514 3.172 3.316
H 2.049 4.077 0.715
H -0.111 7.469 -4.463
H -2.430 -8.583 -0.617
H 3.000 7.632 -2.096
H 0.714 6.069 0.180
H 3.139 1.733 -2.681
*
```

Summary:
Kohn-Sham gap, eV: 8.23
E_tot, Ha: -3905.821345
Structure (SMILES): CC[C@@H](F)N(CCO[Si](C)(C)C)[C@@](F)([C@H](F)CC)[C@H](O[C@](CCCS(=O)(=O)O)(C[C@H](C)O)N(C(=O)F)C(=O)F)B(O)OC.C1CCOC1.C1CCOC1.C1CCOC1.C1CCOC1
LUMO, eV: -0.9
HOMO, eV: -9.110